Below is C27H41AsF3N2O11PRuSSi2Te as an isolated structure, with properties calculated with ωB97M-V with the def2-TZVPD basis set.

Values from the calculation:
* energy above the lowest of the compared OMol25 structures with the same formula, charge and spin: 0.0 kJ/mol
* expectation value of S²: 0.76
* HOMO (spin up / spin down): -0.15657 / -0.16566 Eh
* gap between HOMO and LUMO (spin up / spin down): 6.57 / 6.51 eV

Structure (ORCA input):
```
! wB97M-V def2-TZVPD RIJCOSX def2/J DEFGRID3
* xyz -1 2
Ru -0.1530 0.2341 -0.3848
O 1.7613 3.4350 -5.2644
C 1.1855 2.7428 -4.2407
O 0.2697 3.1930 -3.6132
C 1.9117 1.4291 -4.0370
O 1.2838 0.5348 -3.1958
C 0.2726 -0.2747 -3.7961
C -1.1292 0.1720 -3.4107
O -1.9684 0.3666 -4.2840
O -1.3632 0.2635 -2.1450
H 1.2557 4.2587 -5.3196
H 2.1030 1.0099 -5.0331
H 2.8837 1.6794 -3.5974
H 0.3954 -0.2969 -4.8812
H 0.4129 -1.2754 -3.4051
C 4.1753 -0.5523 3.3186
C 4.1582 -0.6860 1.8129
O 2.8688 -0.3993 1.2771
P 2.1827 1.0137 1.1005
O 1.8108 1.3894 -0.3088
Te 0.2573 0.9119 2.4636
O 3.3826 1.9817 1.5630
C 3.5691 3.2762 0.9836
C 3.6564 4.3034 2.0898
H 5.1441 -0.8846 3.6991
H 3.3941 -1.1699 3.7627
H 4.0142 0.4795 3.6300
H 4.3533 -1.7183 1.5159
H 4.9022 -0.0493 1.3312
H 2.7458 3.4888 0.3002
H 4.4878 3.2380 0.3934
H 2.6992 4.3913 2.6040
H 3.9241 5.2805 1.6828
H 4.4140 4.0181 2.8202
C -4.7315 -2.1985 -1.4618
Si -4.2319 -0.6980 -0.4569
C -5.3591 -0.6003 1.0483
C -4.5085 0.8344 -1.4839
As -2.0192 -1.1182 0.1880
Si -2.0657 -2.3338 2.1949
C -2.7821 -1.3739 3.6427
C -3.1225 -3.8587 1.8919
C -0.3451 -2.9070 2.6614
H -5.8020 -2.1783 -1.6866
H -4.5023 -3.1288 -0.9396
H -4.1808 -2.2009 -2.4049
H -6.3785 -0.3934 0.7095
H -5.0626 0.2030 1.7258
H -5.3765 -1.5271 1.6228
H -5.4385 0.6763 -2.0381
H -3.6944 0.9809 -2.1963
H -4.6210 1.7338 -0.8775
H -3.7374 -0.8970 3.4304
H -2.0801 -0.6058 3.9715
H -2.9254 -2.0762 4.4700
H -4.1861 -3.6246 1.8140
H -2.9913 -4.5736 2.7095
H -2.8131 -4.3409 0.9630
H 0.4064 -2.1483 2.4407
H -0.0845 -3.8148 2.1188
H -0.3180 -3.1079 3.7369
F -2.7313 6.6997 -0.7919
C -2.3827 6.1074 0.3667
F -1.3865 6.8475 0.8906
F -3.4339 6.2194 1.1954
C -1.9589 4.6758 0.1566
C -0.8216 4.4157 -0.5885
C -0.4381 3.0998 -0.7630
N -1.1226 2.0789 -0.2318
C -2.2141 2.3432 0.4843
C -2.6791 3.6290 0.6986
H -0.2371 5.2048 -1.0392
H 0.4285 2.8306 -1.3422
H -2.7179 1.4907 0.9166
H -3.5690 3.7915 1.2876
O -0.4356 -3.2779 -0.2928
C 0.6935 -2.8671 -0.5177
N 1.0894 -1.5955 -0.8178
S 2.5751 -1.6967 -1.5565
O 3.4608 -0.6116 -1.2684
O 2.4505 -2.1190 -2.9306
C 3.0513 -3.1762 -0.7183
C 4.2842 -3.7846 -0.6201
C 4.3034 -5.0699 -0.0814
C 3.1265 -5.7135 0.2926
C 1.8921 -5.0830 0.1585
C 1.8841 -3.7960 -0.3410
H 5.1887 -3.2853 -0.9404
H 5.2502 -5.5811 0.0419
H 3.1766 -6.7181 0.6930
H 0.9636 -5.5656 0.4331
*
```

Below is a 12-piece molecular cluster, C26H76O12 overall, with properties calculated with ωB97M-V with the def2-TZVPD basis set.

Values from the calculation:
* energy above the lowest of the compared OMol25 structures with the same formula, charge and spin: 19.7 kJ/mol
* HOMO: -0.34515 Eh
* gap between HOMO and LUMO: 9.67 eV
* SMILES: CC(C)O.CC(C)O.CC(C)O.CC(C)O.CC(C)O.CC(C)O.CC(C)O.CO.CO.CO.CO.CO

Structure (ORCA input):
```
! wB97M-V def2-TZVPD RIJCOSX def2/J DEFGRID3
* xyz 0 1
C 23.5162 -34.4782 -31.9614
C 24.8965 -33.9776 -32.2370
C 25.9192 -34.5599 -31.2779
O 25.2654 -34.2670 -33.6044
H 23.4732 -35.5722 -31.9630
H 22.7783 -34.1008 -32.6686
H 23.2011 -34.1993 -30.9494
H 24.9410 -32.8904 -32.1135
H 26.1277 -35.6063 -31.5107
H 25.5740 -34.4741 -30.2462
H 26.8664 -34.0252 -31.3783
H 25.7666 -33.5001 -33.9031
C 23.9872 -29.0012 -32.5427
C 24.1097 -30.0306 -31.4435
C 23.0353 -31.0824 -31.5260
O 25.4064 -30.6877 -31.5154
H 23.1542 -28.3225 -32.3435
H 23.8282 -29.4740 -33.5169
H 24.8878 -28.3862 -32.6165
H 24.0646 -29.5090 -30.4804
H 22.0607 -30.6324 -31.3223
H 23.2002 -31.8926 -30.8184
H 22.9565 -31.4911 -32.5350
H 26.0660 -30.1284 -31.0952
C 20.2949 -34.7663 -39.3485
C 20.3828 -33.4674 -40.0926
C 21.1666 -33.5854 -41.3924
O 19.0570 -32.9799 -40.3224
H 19.5479 -34.6784 -38.5630
H 21.2456 -35.1201 -38.9465
H 19.9492 -35.5586 -40.0258
H 20.8457 -32.7132 -39.4510
H 22.2027 -33.8392 -41.1792
H 21.1250 -32.6358 -41.9324
H 20.7025 -34.3271 -42.0496
H 18.6318 -33.5213 -40.9970
C 22.0858 -26.8425 -41.3136
C 22.5649 -27.6989 -40.1621
C 21.8024 -29.0134 -40.0844
O 23.9640 -27.9528 -40.3657
H 22.7212 -25.9639 -41.4365
H 21.0682 -26.4890 -41.1305
H 22.0804 -27.3912 -42.2566
H 22.3960 -27.1522 -39.2242
H 21.9118 -29.5881 -41.0053
H 20.7348 -28.8616 -39.9012
H 22.1848 -29.6294 -39.2640
H 24.3926 -28.0772 -39.5147
C 22.4891 -33.1027 -36.4179
C 22.6793 -31.6810 -35.9313
C 23.9634 -31.0683 -36.4433
O 21.5454 -30.9025 -36.4106
H 22.5138 -33.1893 -37.5053
H 21.5617 -33.5371 -36.0285
H 23.2758 -33.7457 -36.0037
H 22.6322 -31.6750 -34.8365
H 24.8230 -31.4992 -35.9377
H 23.9148 -29.9914 -36.2325
H 24.0075 -31.1766 -37.5275
H 21.8506 -29.9987 -36.5921
C 18.5587 -35.9858 -36.3747
C 17.8046 -36.4859 -35.1431
C 17.0246 -35.3520 -34.5100
O 16.8440 -37.4548 -35.5445
H 19.0843 -35.0522 -36.1611
H 17.8024 -35.7850 -37.1373
H 19.2480 -36.7342 -36.7678
H 18.4871 -36.9184 -34.4002
H 16.3936 -35.6934 -33.6885
H 16.4029 -34.8634 -35.2625
H 17.6950 -34.5950 -34.0985
H 17.3056 -38.1211 -36.0658
C 22.0595 -36.7795 -36.0868
C 21.9307 -38.1929 -36.6037
C 21.3966 -39.1291 -35.5544
O 21.0407 -38.2458 -37.7439
H 21.1587 -36.4486 -35.5590
H 22.1930 -36.0669 -36.8992
H 22.8530 -36.7491 -35.3420
H 22.9162 -38.5519 -36.9269
H 22.0528 -39.0930 -34.6819
H 21.3940 -40.1550 -35.9202
H 20.3865 -38.8378 -35.2645
H 21.5490 -38.0319 -38.5316
C 25.1568 -35.6028 -37.7807
O 24.7100 -35.5266 -39.1478
H 24.3222 -35.2883 -37.1699
H 25.4295 -36.6332 -37.5413
H 26.0030 -34.9326 -37.6220
H 25.4687 -35.6900 -39.7140
C 27.1082 -30.4682 -34.7217
O 26.5397 -31.6235 -34.0912
H 27.8286 -29.9743 -34.0631
H 27.6075 -30.7620 -35.6421
H 26.3183 -29.7530 -34.9790
H 26.0051 -31.2842 -33.3520
C 19.2229 -32.2115 -34.3560
O 20.1251 -31.1711 -34.0407
H 19.5588 -33.1652 -33.9350
H 18.2414 -31.9361 -33.9632
H 19.1064 -32.3666 -35.4341
H 20.5946 -30.9019 -34.8560
C 18.7062 -30.4834 -38.0598
O 17.8828 -30.6647 -39.2012
H 18.4514 -29.5559 -37.5495
H 18.5766 -31.3057 -37.3430
H 19.7671 -30.4706 -38.3345
H 18.1827 -31.4862 -39.6204
C 21.0661 -27.8897 -35.0673
O 21.5024 -28.0925 -36.4039
H 19.9753 -27.9562 -34.9901
H 21.4612 -28.6923 -34.4475
H 21.3989 -26.9365 -34.6486
H 21.1873 -27.3576 -36.9368
*
```

Below is a 2-piece molecular cluster, C2H7NO2 overall, with properties calculated with ωB97M-V with the def2-TZVPD basis set.

Values from the calculation:
* energy above the lowest of the compared OMol25 structures with the same formula, charge and spin: 140.2 kJ/mol
* HOMO: -0.36300 Eh
* gap between HOMO and LUMO: 10.36 eV
* SMILES: CNC=O.O

Structure (ORCA input):
```
! wB97M-V def2-TZVPD RIJCOSX def2/J DEFGRID3
* xyz 0 1
C 0.9853 0.1507 -0.1063
N 0.3839 -0.4695 1.1255
C 0.4746 -1.8004 1.3691
O -0.0957 -2.2592 2.3484
H 0.4869 1.1496 -0.2640
H 0.8849 -0.5247 -0.9547
H 2.0683 0.4228 0.1038
H 0.0203 0.1796 1.8305
H 0.9223 -2.4902 0.6159
O -2.0526 2.1230 -2.3669
H -1.3874 1.9656 -1.6444
H -2.6909 1.5526 -2.0569
*
```

Below is C10H10N2O4Sn as an isolated structure, with properties calculated with ωB97M-V with the def2-TZVPD basis set.

Values from the calculation:
* energy above the lowest of the compared OMol25 structures with the same formula, charge and spin: 128.8 kJ/mol
* HOMO: -0.59563 Eh
* gap between HOMO and LUMO: 7.48 eV

Structure (ORCA input):
```
! wB97M-V def2-TZVPD RIJCOSX def2/J DEFGRID3
* xyz 2 1
Sn 0.1981 1.3814 0.2513
C 0.5587 2.9186 1.8880
O 1.0845 3.3688 2.8184
C 0.5012 3.4131 -1.8356
O 0.5807 4.3483 -2.4869
C -2.1059 1.1562 -0.6971
O -3.1991 0.9870 -1.0261
C 2.7543 0.9181 -0.4493
O 3.8927 0.8670 -0.5323
C 0.4250 -1.1586 -3.0010
H 1.4336 -1.5444 -2.6569
H -0.5884 -1.5016 -2.6304
C 0.4412 0.0734 -3.5824
H -0.5091 0.5619 -3.8818
H 1.4014 0.5562 -3.8588
C -1.5636 0.1530 2.3724
C -0.6918 -0.9502 1.8774
N 0.1993 -0.7974 0.9001
C 0.7099 -2.0730 0.6344
C 0.1752 -2.9459 1.5312
N -0.7243 -2.2265 2.3115
H -2.3558 -0.2780 3.0305
H -0.9599 0.9248 2.9110
H -2.0977 0.6485 1.5165
H 1.3406 -2.2633 -0.2121
H 0.3943 -3.9815 1.7157
H -1.2951 -2.5558 3.0922
*
```

Below is a 12-piece molecular cluster, H24O12 overall, with properties calculated with ωB97M-V with the def2-TZVPD basis set.

Values from the calculation:
* energy above the lowest of the compared OMol25 structures with the same formula, charge and spin: 500.3 kJ/mol
* HOMO: -0.36655 Eh
* gap between HOMO and LUMO: 9.17 eV
* SMILES: O.O.O.O.O.O.O.O.O.O.O.O

Structure (ORCA input):
```
! wB97M-V def2-TZVPD RIJCOSX def2/J DEFGRID3
* xyz 0 1
O 1.8411 0.6355 -1.9100
H 2.4957 0.4266 -2.5945
H 1.0993 0.8659 -2.6881
O 2.3138 2.7880 -0.2934
H 2.1346 1.9798 -0.8233
H 1.4128 3.1853 0.0464
O -2.5806 2.0917 -0.4585
H -2.7260 1.1286 -0.5956
H -2.3839 2.0922 0.4748
O -1.2595 -2.6887 1.9047
H -0.5562 -2.8487 1.1417
H -0.8426 -2.8716 2.8667
O -0.1966 3.4829 -0.5702
H -0.6115 2.5186 -0.7531
H -0.8799 3.8994 0.0910
O 0.6955 -2.2884 -2.0298
H 1.5921 -2.0880 -1.8893
H 0.2572 -1.5658 -1.7955
O 3.3970 -1.1166 -0.4206
H 2.9484 -0.4105 -1.0034
H 4.2403 -1.3499 -0.7997
O 1.1798 -2.4049 0.5548
H 1.9242 -1.9730 0.1777
H 0.8078 -2.6127 -0.3185
O 0.4120 0.0536 2.6234
H -0.0006 -0.2942 3.2704
H 1.2545 -0.4870 2.5116
O -2.2542 1.4561 2.3184
H -1.4144 1.2139 2.3616
H -2.6171 0.8547 2.8497
O -0.4891 -0.1795 -0.3446
H -0.0767 -0.5657 0.3674
H 0.2683 0.2717 -0.9155
O -3.9364 -0.7044 -1.2435
H -4.3411 -1.4293 -0.6338
H -3.1075 -1.0653 -1.4795
*
```

Below is C3H5CdO3 as an isolated structure, with properties calculated with ωB97M-V with the def2-TZVPD basis set.

Values from the calculation:
* energy above the lowest of the compared OMol25 structures with the same formula, charge and spin: 322.5 kJ/mol
* HOMO: -0.50242 Eh
* gap between HOMO and LUMO: 5.15 eV

Structure (ORCA input):
```
! wB97M-V def2-TZVPD RIJCOSX def2/J DEFGRID3
* xyz 1 1
O -0.4377 1.3034 -0.6120
C 1.8070 -0.3690 -0.0496
C -1.1115 0.5605 0.3465
O 2.8632 0.1927 0.1249
O 0.9318 -0.6213 0.9035
C -0.4454 -0.7949 0.5284
H -2.1695 0.3681 0.0880
H -1.1029 1.0859 1.3194
H -0.4894 -1.3599 -0.4158
H -0.9154 -1.3597 1.3427
H 1.4789 -0.6063 -1.1333
Cd -0.4090 1.6005 -2.4427
*
```

Below is a 7-piece molecular cluster, C22H28Br10O4 overall, with properties calculated with ωB97M-V with the def2-TZVPD basis set.

Values from the calculation:
* energy above the lowest of the compared OMol25 structures with the same formula, charge and spin: 358.3 kJ/mol
* HOMO: -0.37249 Eh
* gap between HOMO and LUMO: 7.83 eV
* SMILES: O=C1C=CC(=O)C=C1.O=C1C=CC(=O)C=C1.BrCCBr.BrCCBr.BrCCBr.BrCCBr.BrCCBr

Structure (ORCA input):
```
! wB97M-V def2-TZVPD RIJCOSX def2/J DEFGRID3
* xyz 0 1
O 2.0032 -0.0703 2.5158
C 1.5874 -0.6028 1.5563
C 0.4585 0.0362 0.7590
C 0.0095 -0.3882 -0.4193
C 0.3894 -1.6732 -1.0142
O -0.1478 -2.1289 -1.9768
C 1.5017 -2.2715 -0.1930
C 2.0354 -1.8718 0.9909
H 0.0433 0.8942 1.2668
H -0.8825 -0.0009 -0.8891
H 1.7575 -3.2277 -0.6251
H 2.7143 -2.4079 1.6375
O -4.2160 4.0667 -3.0612
C -3.2236 4.7604 -2.8112
C -3.0856 5.7275 -1.7822
C -1.9386 6.3329 -1.3240
C -0.6306 6.1944 -2.0034
O 0.3761 6.8204 -1.8068
C -0.6707 5.0390 -2.8793
C -1.8296 4.4381 -3.2012
H -4.0434 5.8683 -1.3034
H -1.9888 7.2149 -0.7027
H 0.1891 4.8490 -3.5047
H -1.7407 3.5627 -3.8274
Br 2.1827 -7.8564 0.4371
C 2.4588 -9.1165 -1.1093
C 1.5016 -8.6744 -2.3118
Br 1.6000 -10.0595 -3.8073
H 1.9894 -9.9833 -0.6440
H 3.4933 -9.2706 -1.4163
H 1.8549 -7.7535 -2.7757
H 0.4657 -8.6964 -1.9732
Br -4.1915 -3.3107 -8.2808
C -3.4406 -2.7573 -6.5266
C -3.5856 -1.2700 -6.1845
Br -5.5463 -0.7052 -6.0819
H -2.3697 -2.9605 -6.5218
H -3.8519 -3.3481 -5.7081
H -2.9306 -0.7522 -6.8852
H -3.2195 -1.0839 -5.1748
Br -5.1273 -1.3826 1.0665
C -6.1617 0.3670 0.7923
C -7.4560 0.3064 1.6940
Br -8.5715 1.9515 1.6282
H -6.3829 0.4447 -0.2722
H -5.5393 1.1800 1.1660
H -7.2509 -0.0085 2.7172
H -8.2107 -0.4570 1.5050
Br 6.8126 0.5028 7.2245
C 6.2575 -1.4148 7.2456
C 7.1666 -2.3115 6.5065
Br 6.2408 -4.1036 6.4782
H 5.2663 -1.3854 6.7931
H 6.2266 -1.6520 8.3090
H 8.1192 -2.4743 7.0107
H 7.2860 -2.0655 5.4513
Br 5.6331 6.3484 2.7852
C 3.6451 6.7294 2.7343
C 2.9088 5.4678 3.3104
Br 1.0391 6.0763 3.4590
H 3.3075 6.9322 1.7179
H 3.5416 7.5864 3.3999
H 3.2791 5.1251 4.2766
H 2.8926 4.6739 2.5637
*
```

Below is a 2-piece molecular cluster, C6H14N2O2 overall, with properties calculated with ωB97M-V with the def2-TZVPD basis set.

Values from the calculation:
* energy above the lowest of the compared OMol25 structures with the same formula, charge and spin: 187.1 kJ/mol
* HOMO: -0.31902 Eh
* gap between HOMO and LUMO: 9.22 eV
* SMILES: CNC(C)=O.CNC(C)=O

Structure (ORCA input):
```
! wB97M-V def2-TZVPD RIJCOSX def2/J DEFGRID3
* xyz 0 1
C -3.1766 -0.5451 -0.3187
N -2.7755 0.7698 0.1389
C -1.4567 1.2859 0.2926
C -1.4104 2.5347 1.0242
O -0.5317 0.6218 -0.2274
H -2.2703 -1.1833 -0.2237
H -4.0266 -0.9365 0.2247
H -3.4035 -0.5324 -1.4015
H -3.5268 1.3879 0.2296
H -1.2921 3.3701 0.4065
H -2.4571 2.7765 1.4136
H -0.8611 2.5209 1.9214
C 2.9940 0.7568 -0.3738
N 2.1261 -0.4032 -0.4463
C 2.5736 -1.7156 -0.1019
C 1.5128 -2.7139 -0.2866
O 3.7285 -1.9270 0.1666
H 2.8149 1.3778 0.4332
H 4.0700 0.4328 -0.3439
H 2.7280 1.3801 -1.4245
H 1.1641 -0.1113 -0.3129
H 0.5072 -2.4184 -0.6115
H 1.7153 -3.6098 -0.9370
H 1.2539 -3.1185 0.7584
*
```

Below is one molecule with the formula C9H8N4, with properties calculated with ωB97M-V with the def2-TZVPD basis set.

Values from the calculation:
* energy above the lowest of the compared OMol25 structures with the same formula, charge and spin: 217.6 kJ/mol
* HOMO: -0.32423 Eh
* gap between HOMO and LUMO: 8.67 eV
* SMILES: Nc1ncc(-c2ccccc2)nn1

Structure (ORCA input):
```
! wB97M-V def2-TZVPD RIJCOSX def2/J DEFGRID3
* xyz 0 1
N 1.0772 -3.4605 -2.9104
C 0.7597 -2.4381 -2.0698
N 0.9783 -1.2212 -2.4596
C 0.5969 -0.2575 -1.5517
C -0.0713 -0.5428 -0.3292
C -0.3369 0.5215 0.6574
C 0.6432 1.4724 0.8597
C 0.3801 2.6012 1.6130
C -0.8159 2.7871 2.3018
C -1.7655 1.7894 2.1757
C -1.5315 0.5427 1.4863
N -0.2447 -1.7876 -0.0629
N 0.1798 -2.8107 -0.8986
H 1.1166 -4.4600 -2.5330
H 1.7137 -3.2477 -3.6159
H 0.5670 0.7573 -1.9556
H 1.6132 1.4197 0.3805
H 1.1519 3.3055 1.8506
H -1.0987 3.6875 2.8726
H -2.7791 1.7296 2.6176
H -2.1339 -0.3878 1.5717
*
```

Below is a 2-piece molecular cluster, C5H10O2 overall, with properties calculated with ωB97M-V with the def2-TZVPD basis set.

Values from the calculation:
* energy above the lowest of the compared OMol25 structures with the same formula, charge and spin: 331.8 kJ/mol
* HOMO: -0.32759 Eh
* gap between HOMO and LUMO: 9.59 eV
* SMILES: C=C/C(O)=C/C.O

Structure (ORCA input):
```
! wB97M-V def2-TZVPD RIJCOSX def2/J DEFGRID3
* xyz 0 1
C -1.6709 0.2162 1.7608
C -1.1631 0.0417 0.5171
C 0.2820 0.1743 0.1527
O 0.3115 0.6582 -1.2709
C 1.3228 0.0871 1.0572
C 2.6747 0.4400 0.5729
H -1.1067 0.3892 2.6651
H -2.7017 0.0718 2.0858
H -1.8778 -0.4419 -0.1714
H 0.0385 1.5960 -1.1759
H 1.2130 -0.0028 2.1654
H 2.9118 1.5067 0.6806
H 2.7306 0.1469 -0.4181
H 3.4901 -0.2208 1.0885
O -1.6964 -1.4504 -2.1280
H -1.3461 -0.6728 -2.4699
H -0.9452 -1.7906 -1.6234
*
```

For each record above, in turn, the calculated max |F| values are 0.0224; 0.0176; 0.0710; 0.1719; 0.1974; 0.0525; 0.0800; 0.1037; 0.0852; 0.0629 hartree/bohr.